Entry 1:
DFT (ωB97M-V/def2-TZVPD) results for C5H10O2 in the gas phase.

```
17
Properties=species:S:1:pos:R:3:forces:R:3:lowdin_charge:R:1
O 1.040 0.340 -0.433 -0.10 0.04 -0.06 -0.063
O -1.275 -0.263 -0.719 0.03 -0.20 -0.15 0.014
C -2.494 1.522 0.517 -0.04 0.07 -0.02 -0.039
C 1.389 -0.851 0.266 0.02 -0.15 0.09 -0.253
C 2.425 -1.573 -0.579 0.02 -0.05 0.00 -0.072
C -1.338 0.556 0.467 -0.12 0.09 0.21 -0.275
C -0.279 0.708 -0.532 0.12 0.29 -0.08 -0.338
H 2.808 -2.460 -0.063 -0.07 0.14 -0.05 0.076
H -2.440 2.222 -0.326 -0.05 -0.15 0.17 0.082
H -3.451 0.989 0.450 0.21 0.05 0.06 0.084
H -0.328 1.552 -1.221 -0.04 -0.09 0.13 0.162
H 1.802 -0.575 1.247 -0.10 -0.05 -0.16 0.122
H 1.982 -1.882 -1.532 0.08 0.04 0.18 0.081
H -1.125 0.000 1.383 0.03 0.10 -0.18 0.144
H 0.504 -1.480 0.419 0.12 0.10 -0.05 0.117
H 3.264 -0.903 -0.793 -0.13 -0.12 0.06 0.078
H -2.486 2.099 1.448 0.03 -0.10 -0.15 0.081
```
Positions in Å, forces in eV/Å.

Computed properties:
energy = -346.93996 Ha
highest occupied orbital energy = -9.643 eV
energy above the lowest of the compared OMol25 structures with the same formula, charge and spin = 2.326 eV
LUMO energy = 1.1 eV
SMILES = CCO[C@H]1O[C@@H]1C

=====

Entry 2:
DFT (ωB97M-V/def2-TZVPD) results for a molecular structure, C19H26Br3ClCsKN2O4P.

```
58
Properties=species:S:1:pos:R:3:forces:R:3:lowdin_charge:R:1
Cs 7.469 -1.544 6.055 1.30 -0.67 0.50 0.801
Br 6.033 0.291 0.832 -0.06 -0.01 0.01 0.621
Br 5.001 -0.591 -2.040 0.13 0.25 0.24 0.667
Br 3.849 -1.998 0.579 0.04 -0.20 0.08 0.658
K -0.447 2.941 -0.753 0.01 0.81 -0.21 0.998
Cl 5.130 -0.369 5.179 -0.05 0.35 0.21 -0.533
P -1.896 -0.624 2.709 -0.34 -1.58 0.21 0.798
O -2.287 -1.997 3.096 -0.17 0.04 -0.08 -0.403
O -1.722 -0.804 -1.007 0.33 0.34 -0.24 0.049
O -1.977 1.177 -0.058 0.06 -0.18 0.75 -0.071
O 2.223 1.559 1.350 -0.42 0.18 -0.40 -0.096
N 3.493 -1.791 -4.793 -0.03 0.02 -0.01 -0.017
N 2.945 0.160 3.833 -1.15 0.75 -0.53 0.043
C -6.431 1.011 -0.924 0.00 0.01 0.00 -0.085
C 2.416 2.180 5.388 0.11 0.07 0.06 -0.045
C 2.702 1.077 4.486 -0.28 -0.41 -0.18 -0.344
C -0.859 -2.134 0.622 -0.36 1.05 -0.79 -0.097
C 0.596 -0.201 1.601 -0.26 -0.37 -1.03 -0.134
C 4.043 -2.296 -5.939 0.00 0.04 0.01 -0.134
C 2.131 -1.743 -4.921 0.02 0.04 0.03 -0.155
C -7.536 1.789 -0.609 0.00 -0.01 -0.01 -0.085
C -0.826 -0.685 1.162 -0.32 0.42 1.19 -0.397
C 1.807 -2.216 -6.164 -0.01 -0.01 0.00 -0.110
C -0.643 -1.777 -0.838 0.57 0.16 0.28 -0.093
C -4.988 2.659 0.066 -0.05 0.07 0.00 -0.106
C -7.368 3.001 0.044 -0.01 0.01 0.01 -0.088
C -1.569 0.039 0.033 0.38 -0.60 -0.72 -0.487
C 1.452 0.611 0.610 0.78 0.34 1.59 -0.275
C -6.095 3.435 0.385 0.03 0.03 0.00 -0.095
C 3.022 -2.568 -6.811 -0.01 0.00 0.00 -0.105
C -5.156 1.447 -0.591 0.01 0.01 0.02 -0.098
C 5.373 -1.156 -0.233 0.09 -0.03 0.10 -1.599
H 1.513 -1.377 -4.118 -0.01 0.00 -0.01 0.091
H -1.121 -0.066 3.743 -0.02 0.65 -0.35 0.033
H -5.965 4.378 0.900 -0.01 0.01 -0.01 0.101
H 4.005 -1.498 -3.978 -0.13 -0.26 -0.22 -0.017
H 0.883 1.213 -0.089 -0.04 -0.51 -0.30 0.027
H 0.251 -1.162 -0.984 0.34 -0.49 -0.02 0.118
H -1.919 -2.390 0.657 0.24 -0.95 0.35 0.126
H 0.551 0.323 2.552 0.01 0.26 -0.16 0.072
H 2.531 1.107 2.154 0.26 0.04 0.01 0.012
H -8.229 3.609 0.288 0.00 0.00 0.01 0.105
H 5.108 -2.417 -6.037 0.00 0.00 -0.02 0.109
H 2.644 3.126 4.901 0.01 0.01 0.01 0.087
H 3.133 -2.974 -7.802 0.00 -0.01 0.00 0.093
H -0.600 -2.575 -1.571 -0.81 0.05 -0.11 0.142
H 0.811 -2.303 -6.566 0.00 -0.01 -0.01 0.090
H -0.190 -2.859 1.066 -0.05 0.06 0.19 0.139
H 2.172 -0.041 0.120 -0.46 -0.04 -0.62 0.037
H -8.530 1.450 -0.872 0.00 0.00 0.00 0.106
H 6.145 -1.910 -0.283 0.02 0.01 -0.08 -0.025
H -3.998 3.014 0.337 -0.03 -0.12 -0.02 0.082
H 1.365 2.168 5.671 0.00 0.00 0.00 0.083
H 3.029 2.084 6.284 0.04 -0.05 -0.03 0.084
H 1.158 -1.115 1.801 -0.04 0.04 0.24 0.102
H -4.297 0.841 -0.844 0.01 -0.01 -0.02 0.079
H -3.001 0.202 2.415 0.31 0.40 0.05 0.035
H -6.564 0.064 -1.432 0.00 0.00 -0.01 0.104
```
Positions in Å, forces in eV/Å.

Computed properties:
energy = -10293.50895 Ha
highest occupied orbital energy = -9.948 eV
net charge = +1
LUMO energy = -3.2 eV

=====

Entry 3:
DFT (ωB97M-V/def2-TZVPD) results for a molecular structure, C12H17FGeNOPtS.

```
35
Properties=species:S:1:pos:R:3:forces:R:3:lowdin_charge:R:1
Pt -0.319 -0.433 -0.355 0.03 -0.59 -0.35 0.706
Ge -0.317 2.525 -1.835 -0.06 -0.08 -0.08 0.707
S -2.355 -0.933 -0.865 -0.14 0.22 0.10 -0.202
F 0.164 -6.027 3.067 0.01 0.01 0.00 0.028
O 3.943 0.137 0.259 0.01 -0.01 0.03 -0.006
N 1.831 -0.665 -0.505 -0.27 0.36 0.30 -0.068
C 2.871 -0.249 -0.110 0.00 0.03 -0.06 -0.579
C 1.085 -2.632 2.233 -0.02 -0.03 -0.01 -0.038
C -1.202 -4.167 2.592 0.00 0.02 0.01 -0.015
C 0.058 -4.711 2.742 0.01 -0.02 0.00 -0.291
C 1.126 1.892 -2.996 0.01 0.00 0.00 -0.233
C -0.278 -0.608 1.675 0.25 0.00 -0.03 -0.288
C -0.168 -2.042 2.065 0.02 0.00 -0.02 -0.314
C -0.084 4.458 -1.525 0.03 -0.01 0.02 -0.234
C -2.022 2.290 -2.761 0.00 -0.01 0.03 -0.251
C -1.305 -2.827 2.252 0.02 -0.03 -0.03 -0.054
C -0.230 1.588 -0.120 0.32 -0.01 -0.04 -0.464
C 1.208 -3.972 2.571 -0.04 0.00 0.01 -0.014
H 1.976 -2.035 2.079 -0.01 0.01 -0.04 0.107
H 1.100 2.414 -3.955 0.01 0.00 0.00 0.009
H -2.856 2.571 -2.117 0.00 0.02 0.00 0.014
H -2.076 -4.791 2.718 0.00 0.00 0.02 0.112
H -2.158 1.244 -3.033 0.00 0.00 0.01 -0.022
H -0.873 4.842 -0.877 -0.01 0.00 0.00 0.009
H -2.043 2.911 -3.659 -0.01 0.00 -0.01 0.009
H -2.280 -2.384 2.092 0.01 -0.01 -0.06 0.101
H 2.101 2.047 -2.534 0.00 0.01 0.01 0.015
H 0.612 -0.061 1.985 -0.11 0.10 0.08 0.059
H -1.185 -0.143 2.053 0.03 0.00 0.05 0.054
H 1.015 0.822 -3.176 -0.01 0.00 0.00 0.008
H -1.009 1.923 0.566 -0.04 -0.04 -0.03 0.000
H 0.748 1.792 0.327 -0.05 0.06 0.05 -0.001
H -0.134 4.989 -2.478 0.00 0.02 0.01 0.008
H 0.879 4.675 -1.060 0.01 -0.01 0.00 0.010
H 2.176 -4.441 2.688 0.00 0.00 0.01 0.113
```
Positions in Å, forces in eV/Å.

Computed properties:
energy = -3291.79661 Ha
highest occupied orbital energy (spin up / spin down) = -4.191 / -4.192 eV
energy above the lowest of the compared OMol25 structures with the same formula, charge and spin = 0.000 eV
net charge = -1
LUMO energy (spin up / spin down) = 2.9 / 2.9 eV

=====

Entry 4:
DFT (ωB97M-V/def2-TZVPD) results for a molecular structure, C2H7FeO5.

```
15
Properties=species:S:1:pos:R:3:forces:R:3:lowdin_charge:R:1
Fe 10.348 -22.146 23.597 -0.21 0.98 0.43 0.665
O 10.944 -23.638 24.813 -0.05 -0.75 0.14 -0.524
O 8.765 -20.984 24.324 0.54 -0.41 0.21 -0.385
O 11.964 -20.903 23.727 0.61 -0.19 0.15 -0.497
O 9.979 -22.869 21.743 -0.35 -0.15 -0.67 -0.516
O 9.052 -18.415 26.026 0.39 -0.10 0.12 -0.416
C 8.503 -18.458 24.808 -0.63 0.59 1.05 -0.594
C 8.592 -19.713 23.844 -0.07 -0.63 -0.62 -0.467
H 8.850 -17.564 24.187 -0.11 -0.20 -0.49 0.032
H 7.369 -18.274 24.908 -0.05 -0.04 -0.24 0.022
H 12.445 -20.241 23.225 -0.42 -0.07 -0.20 -0.144
H 9.356 -19.510 23.058 0.02 0.32 0.11 0.060
H 7.587 -19.690 23.331 0.16 0.39 -0.29 0.047
H 11.788 -24.021 24.550 0.02 0.24 -0.06 -0.133
H 10.263 -23.633 21.235 0.16 0.01 0.36 -0.150
```
Positions in Å, forces in eV/Å.

Computed properties:
energy = -1719.99308 Ha
multiplicity = 5
highest occupied orbital energy (spin up / spin down) = 4.410 / 4.785 eV
net charge = -3
LUMO energy (spin up / spin down) = 9.2 / 9.2 eV

=====

> Number 4 is which compound?

C2H7FeO5